Arrangement 1

# C47H55IrN7O4PSe

A structure of composition C47H55IrN7O4PSe (ωB97M-V with the def2-TZVPD basis set, OMol25).

```
! RIJCOSX wB97M-V def2-TZVPD def2/J DEFGRID3
* xyz 3 2
C -3.920 1.322 -0.587
C 0.067 -5.229 2.888
C -2.326 4.820 -4.160
C 2.067 -1.058 3.857
C -0.971 -3.724 1.319
O -1.136 -1.281 -1.454
C -6.693 2.890 -0.741
C 2.470 1.301 -6.096
H 1.549 4.883 5.984
H 1.775 1.928 7.875
N 0.472 -1.083 1.993
O -2.601 -0.228 -2.783
H -4.555 1.116 -1.446
H -2.666 6.782 0.478
N 1.514 2.744 7.347
H -0.454 5.214 -3.193
H 0.839 -5.950 3.121
C -1.372 4.644 -3.185
C 0.343 3.859 -0.646
C 1.013 0.865 -4.249
O 1.979 0.620 0.768
C 0.360 -3.458 -1.223
H -2.687 -3.794 4.249
C -3.818 3.169 -3.179
H -6.403 2.538 -1.732
Se -1.064 1.396 1.070
C -1.661 2.360 -0.444
H -1.020 0.324 -4.712
H -4.245 4.261 -4.952
H -2.959 -5.157 0.093
H 1.264 5.124 0.749
C -0.908 -4.925 3.828
C -3.337 -4.447 -0.631
H -3.986 2.230 1.347
H -7.315 3.772 -0.886
C -5.493 3.213 0.142
C -1.661 3.706 -2.193
H -0.728 -5.052 -2.170
C -4.544 -4.683 -1.275
H 1.204 -5.811 -3.499
N -0.946 3.296 -1.078
H -5.100 -5.583 -1.050
N 2.358 1.848 5.391
H -0.410 6.499 -0.674
H -0.121 4.282 1.413
C -2.134 5.832 0.458
C 1.863 2.869 6.067
H -4.837 3.937 -0.355
C 1.421 1.011 -6.963
H 2.658 -1.731 3.224
H -2.354 5.317 1.398
H -5.842 3.706 1.051
O 2.725 1.639 2.586
P -1.028 -2.826 -0.275
H 3.437 1.581 -6.489
C -0.049 0.580 -5.115
H 1.583 1.067 -8.031
H 0.504 0.420 3.462
H -2.151 5.539 -4.949
C -1.946 -3.412 2.275
H -0.893 -5.408 4.796
H 1.169 3.532 7.869
C 0.787 0.777 -2.850
H -4.740 2.607 -3.192
Ir 0.352 -0.258 0.063
C -1.917 -4.016 3.521
H 1.362 -1.694 4.401
C 2.045 0.785 2.060
C 3.065 -0.444 4.846
C 0.168 0.653 -6.478
C 2.275 1.231 -4.730
C -4.350 -2.617 -2.507
H -5.369 1.225 0.962
C 2.531 -4.312 -2.734
H -2.744 -2.717 2.031
C -3.142 -2.385 -1.868
H 2.641 1.991 4.416
H 3.520 -1.289 5.366
C 2.546 0.501 5.926
C 1.311 -4.965 -2.833
C 0.044 -4.627 1.635
N 0.575 0.693 -1.724
C -4.693 1.979 0.550
H 0.740 4.382 -1.515
H 0.801 -4.880 0.904
H -2.563 5.248 -0.357
C -2.627 -3.293 -0.942
H 3.079 1.450 -4.041
H 1.019 3.035 -0.422
H 2.046 4.164 4.515
C 0.223 -4.540 -2.083
H 1.751 -1.962 -0.438
C 0.236 4.822 0.531
H -5.987 -3.986 -2.700
H -3.485 0.378 -0.266
H -0.637 0.438 -7.165
H -0.390 -1.419 2.423
H 1.035 -1.929 1.886
H -4.726 -1.901 -3.225
N 1.673 4.043 5.443
C -2.860 2.998 -2.181
C 1.590 -2.806 -1.129
C -2.318 -1.176 -2.098
C 1.229 -0.181 2.908
C 2.676 -3.224 -1.881
N -2.826 2.174 -1.068
H 3.626 -2.714 -1.799
H 1.613 0.137 6.369
H 3.374 -4.650 -3.321
H -7.316 2.119 -0.284
H 3.881 0.045 4.313
H -0.328 6.815 1.035
H 3.302 0.540 6.714
C -5.046 -3.779 -2.208
C -0.632 6.063 0.305
C -3.530 4.090 -4.159
*
```

The value obtained for the LUMO energy (spin up / spin down) is -8.467 / -8.445 eV. Its HOMO-LUMO gap (spin up / spin down) is 5.81 / 7.07 eV. Its highest occupied orbital energy (spin up / spin down) is -14.278 / -15.513 eV.



Arrangement 2

# C47H55IrN7O4PSe

A structure of composition C47H55IrN7O4PSe (ωB97M-V with the def2-TZVPD basis set, OMol25).

```
! RIJCOSX wB97M-V def2-TZVPD def2/J DEFGRID3
* xyz 3 2
H 2.883 1.134 -2.153
H 1.346 1.158 -5.268
C -3.026 5.254 0.787
C 2.884 -2.750 2.836
H 6.129 -1.502 2.425
H -1.929 2.463 5.817
C -4.936 0.425 -3.932
H 1.040 3.498 -6.077
O -1.558 -1.456 3.983
H 2.516 -1.758 3.120
H 5.170 0.599 -0.252
C 0.006 1.431 -3.624
C -1.972 -3.921 -2.376
C -3.207 1.171 3.679
H -1.214 -0.323 5.529
N -1.067 0.554 6.033
H -3.312 1.821 -4.104
H -3.217 2.252 3.503
H -1.461 -2.511 -3.921
H 4.197 -0.390 -3.219
H 4.976 -1.540 1.111
H -3.304 6.139 1.343
H -3.086 0.961 1.189
H 5.409 -2.426 -3.894
C -2.322 2.988 -0.657
C -0.863 2.283 -2.950
H 3.187 2.926 -0.392
C 0.160 0.839 6.425
H -2.567 -5.486 -1.018
C -3.670 3.297 -0.466
H -3.421 -6.113 -5.164
C -1.681 4.929 0.625
H 3.130 1.673 0.843
N -2.110 0.992 1.482
H -5.056 4.712 0.355
H -3.527 -6.882 -2.823
O -0.764 -0.100 -2.055
C -2.544 -5.152 -2.047
C 4.929 1.661 -0.361
C 5.463 2.181 -1.696
C -1.833 -0.882 2.951
H 5.141 1.566 -2.538
H 6.551 2.176 -1.696
C 3.373 -2.501 -0.661
H -0.458 5.035 -4.865
H 5.360 -4.459 -2.507
H 2.511 -3.459 3.578
C -2.002 0.617 2.911
C -4.013 4.447 0.240
C -2.455 -4.259 -4.697
H -5.348 0.675 -4.900
C 4.416 -2.748 2.858
C -3.334 0.926 5.187
O 1.008 -0.724 -3.286
C 3.425 1.878 -0.190
H 1.362 2.171 7.398
P -1.779 1.526 -1.593
H -3.466 -0.141 5.381
H 0.918 -0.906 5.729
N 1.159 -0.005 6.112
C 0.165 0.088 -3.019
H -2.610 1.471 7.117
C 2.564 1.026 -1.119
H -3.482 -0.500 -0.473
C -1.328 3.791 -0.084
H -5.485 -1.655 -1.310
H 4.791 -3.666 2.397
C 2.245 -3.161 1.514
H 5.440 2.186 0.447
H 5.133 3.206 -1.875
C 3.434 -1.341 -1.422
C -5.546 -0.547 -3.151
C 2.088 -0.977 0.291
C -3.792 1.075 -3.482
H 2.617 -4.136 1.209
C -5.018 -0.887 -1.911
O -1.958 -1.464 1.786
H 4.055 -4.558 -0.428
H 4.624 -0.599 2.575
H -0.305 2.568 7.402
H -1.790 1.947 1.324
C 4.805 -3.590 -2.183
H -1.692 4.274 -2.872
C -3.072 -5.930 -3.058
H 1.163 -3.233 1.623
H -1.060 1.015 3.302
H 1.521 1.333 -1.050
H 2.034 0.054 6.608
N 2.533 -2.234 0.408
H -2.430 -3.923 -5.724
C -1.026 3.594 -3.387
H -4.112 0.765 3.216
N 0.435 1.980 7.055
C 4.840 -2.419 -2.974
C -1.443 -3.063 -1.373
C -1.921 -3.466 -3.699
H -4.445 2.674 -0.894
C 4.075 -3.655 -1.022
C -3.021 -5.488 -4.376
Se 0.842 -0.159 1.449
C 5.063 -1.528 2.199
Ir -1.231 -0.501 0.221
C 0.519 3.153 -5.194
H 4.731 -2.778 3.902
N -1.005 -2.349 -0.582
H -6.436 -1.046 -3.511
C -2.226 1.447 6.096
C -0.328 4.021 -4.510
H -4.257 1.419 5.493
N 2.640 -0.402 -0.782
H -0.280 3.540 -0.223
H -0.914 5.563 1.050
C -3.271 0.756 -2.235
C -3.888 -0.228 -1.457
C 4.171 -1.279 -2.606
C 0.698 1.851 -4.747
*
```

The value obtained for the LUMO energy (spin up / spin down) is -8.837 / -8.777 eV. Its HOMO-LUMO gap (spin up / spin down) is 5.61 / 6.75 eV. Its highest occupied orbital energy (spin up / spin down) is -14.449 / -15.529 eV.



If we sort the structures by their calculated energies, the order from most to least stable is arrangement 1, arrangement 2.



Arrangement 1

# C3H6NO2

The ion C3H6NO2 with charge -1 (ωB97M-V with the def2-TZVPD basis set, OMol25).

```
! RIJCOSX wB97M-V def2-TZVPD def2/J DEFGRID3
* xyz -1 1
N 0.206 0.094 0.930
H -0.170 2.288 -0.973
C -0.171 1.217 -1.323
C 0.767 0.458 -0.397
O -0.159 0.970 -2.614
H -1.251 0.957 -0.892
C -0.106 -1.190 1.251
H -0.381 0.848 1.391
H 1.181 -0.437 -0.918
H 1.719 1.035 -0.062
H -0.124 -1.728 0.330
O -0.511 -1.786 2.292
*
```

The value obtained for the LUMO energy is 4.025 eV. Its HOMO-LUMO gap is 6.63 eV. Its SMILES is O=CNCC[O-]. Its highest occupied orbital energy is -2.603 eV.



Arrangement 2

# C3H6NO2

The ion C3H6NO2 with charge -1 (ωB97M-V with the def2-TZVPD basis set, OMol25).

```
! RIJCOSX wB97M-V def2-TZVPD def2/J DEFGRID3
* xyz -1 1
C -0.493 0.405 0.271
H 1.453 -0.002 0.406
H 0.098 0.577 -1.902
O -0.656 -2.204 0.772
C 0.463 -1.856 0.928
C -0.186 1.272 -1.055
O 1.534 -2.409 1.152
H -1.128 1.863 -1.272
N 0.569 -0.378 0.734
H -0.954 1.030 0.954
H -1.247 -0.372 -0.025
H 0.546 2.073 -0.962
*
```

The value obtained for the LUMO energy is 4.098 eV. Its HOMO-LUMO gap is 8.00 eV. Its SMILES is CCNC(=O)[O-]. Its highest occupied orbital energy is -3.901 eV.



Arrangement 3

# C3H6NO2

A structure of composition C3H6NO2 (ωB97M-V with the def2-TZVPD basis set, OMol25).

```
! RIJCOSX wB97M-V def2-TZVPD def2/J DEFGRID3
* xyz -1 1
H 2.827 -0.380 0.058
C 0.701 -0.394 0.289
H -2.065 -0.473 1.306
C 1.977 0.079 -0.445
O 0.795 -1.411 0.980
C -2.248 -0.042 0.311
H -2.307 -0.730 -0.538
O -2.936 1.011 0.283
H 2.059 1.166 -0.376
H -0.305 1.190 -0.350
H 1.931 -0.249 -1.479
N -0.426 0.233 -0.040
*
```

The value obtained for the LUMO energy is 4.190 eV. Its HOMO-LUMO gap is 7.87 eV. Its highest occupied orbital energy is -3.681 eV.



If we sort the structures by their calculated energies, the order from most to least stable is arrangement 2, arrangement 3, arrangement 1.



Arrangement 1

# C3H9N2O2

A cluster of 3 separate species, C3H9N2O2 in total (ωB97M-V with the def2-TZVPD basis set, OMol25).

```
! RIJCOSX wB97M-V def2-TZVPD def2/J DEFGRID3
* xyz 1 1
H -2.889 0.036 1.905
H 2.910 1.959 -0.386
H -1.683 1.599 0.070
C -1.346 -1.352 1.426
H 0.250 0.216 -0.900
O 1.002 0.051 -2.157
H 0.272 -2.050 0.294
H 1.074 0.638 -2.904
C -0.365 -1.299 0.468
N -0.465 -0.102 -0.136
O 2.164 1.399 -0.236
N -2.082 -0.155 1.364
C -1.517 0.586 0.342
H -1.643 -2.067 2.142
H 1.865 -0.299 -1.761
H 2.453 0.840 0.470
*
```

The value obtained for the LUMO energy is -2.851 eV. Its HOMO-LUMO gap is 11.11 eV. Its highest occupied orbital energy is -13.962 eV.



Arrangement 2

# C3H9N2O2

A structure of composition C3H9N2O2 (ωB97M-V with the def2-TZVPD basis set, OMol25).

```
! RIJCOSX wB97M-V def2-TZVPD def2/J DEFGRID3
* xyz 1 1
H 0.760 -1.106 -1.283
C -0.655 -0.478 0.154
H 1.627 2.238 0.620
O -1.366 1.504 0.131
N -0.869 -1.615 0.861
H 2.172 0.601 0.272
O -1.849 0.192 -0.006
H 1.314 1.669 -0.899
H -1.583 -2.315 0.643
H -0.035 0.298 -1.616
C 0.122 0.731 0.772
N -0.110 -0.686 -1.309
H -0.220 -1.892 1.524
C 1.320 1.332 0.140
H -0.714 -1.274 -1.877
H 0.085 0.799 1.873
*
```

The value obtained for the LUMO energy is -3.646 eV. Its HOMO-LUMO gap is 10.27 eV. Its highest occupied orbital energy is -13.915 eV.



Arrangement 3

# C3H9N2O2

A cluster of 3 separate species, C3H9N2O2 in total (ωB97M-V with the def2-TZVPD basis set, OMol25).

```
! RIJCOSX wB97M-V def2-TZVPD def2/J DEFGRID3
* xyz 1 1
N -1.218 -0.013 2.112
H 3.387 -1.831 -2.108
H 2.341 -2.881 -2.273
O 0.398 -0.067 -2.227
H -1.691 -0.550 2.822
C -0.838 -0.533 0.944
H -0.379 2.569 0.354
H -1.347 1.982 2.880
H 0.488 0.668 -2.844
N -0.422 0.452 0.171
H -0.070 0.233 -0.842
H -0.780 -1.583 0.698
O 2.430 -1.921 -2.201
H 1.245 -0.561 -2.228
C -1.086 1.349 2.062
C -0.567 1.637 0.848
*
```

The value obtained for the LUMO energy is -2.615 eV. Its HOMO-LUMO gap is 11.46 eV. Its highest occupied orbital energy is -14.075 eV.



If we sort the structures by their calculated energies, the order from most to least stable is arrangement 3, arrangement 1, arrangement 2.



Arrangement 1

# C18H51CuN3O10P

A structure of composition C18H51CuN3O10P (ωB97M-V with the def2-TZVPD basis set, OMol25).

```
! RIJCOSX wB97M-V def2-TZVPD def2/J DEFGRID3
* xyz -2 1
O 4.936 1.738 4.809
N -1.070 -1.460 -1.086
H 6.119 3.079 -2.950
H -3.892 1.484 0.877
H -0.347 7.202 -1.451
C 4.130 2.351 -3.437
C -3.575 -0.618 2.720
H 1.046 -3.869 4.766
H 0.118 -5.726 4.013
H 1.233 6.621 -1.926
C -2.837 4.339 -3.304
C -3.398 -2.232 -1.976
H -1.542 -4.416 -2.672
H -4.561 -0.771 2.282
C 0.429 6.478 -1.204
H 4.709 2.286 -0.713
H -3.342 1.242 3.886
H 4.910 -2.042 -2.818
H -3.832 -1.234 -2.042
H -2.609 4.070 -4.335
H 0.900 4.559 0.511
H -3.864 4.705 -3.327
O 1.160 -3.207 2.901
O -3.333 -1.243 3.927
O 3.624 -1.496 -0.447
C -4.519 -4.237 -2.661
H -1.580 -1.775 -3.059
H -1.485 -4.086 -0.904
H -3.431 -3.290 3.316
H 3.190 -2.325 -2.628
H -0.143 -3.834 -2.025
H -3.765 2.848 1.968
C -3.188 0.884 2.868
H -0.651 -2.086 -0.412
C 1.529 -4.212 3.852
H -2.836 -1.069 2.059
C 4.312 -2.707 -0.821
H 4.071 -0.981 0.228
N -1.769 1.117 2.678
H 4.237 -3.684 -2.714
O 2.843 0.615 3.813
H -3.614 -2.517 -0.946
H -1.560 -0.900 -0.404
N 0.735 4.227 -0.429
H -3.147 -2.928 5.007
C -3.625 -2.558 4.100
H 0.815 -5.992 2.446
H -1.775 2.123 2.767
H 1.633 4.342 -0.877
H 0.174 4.744 -3.274
H 5.343 -2.827 -0.488
O -4.142 -2.877 -3.000
Cu 1.617 1.087 1.154
H -1.146 0.743 3.379
C -0.168 5.130 -1.164
H 1.566 -2.419 3.270
P 3.912 1.690 3.624
H 3.860 3.299 -3.903
H -5.065 1.772 2.141
O -1.770 5.192 -2.821
C 5.406 2.395 -2.489
C -1.219 -3.722 -1.897
C 4.175 -2.672 -2.315
H -4.706 -2.551 4.242
H -0.697 3.445 -2.401
H 5.798 1.400 -2.280
H -5.281 -4.125 -1.889
C -3.998 1.784 1.920
H -5.136 -4.562 -3.498
H -1.119 5.178 -0.634
H -2.981 3.472 -2.659
C -1.768 -2.240 -2.092
H 3.681 -3.533 -0.493
H 2.606 -4.138 4.007
O 5.005 3.018 -1.259
H 3.243 2.034 -2.888
H 4.249 1.790 -4.364
H -3.684 -4.922 -2.509
C -0.583 4.522 -2.521
O 3.367 3.098 3.460
C 1.056 -5.672 3.460
H 0.740 6.708 -0.185
H 1.729 -6.405 3.904
O 4.551 1.347 2.230
*
```

The value obtained for the LUMO energy is 3.474 eV. Its HOMO-LUMO gap is 2.20 eV. Its highest occupied orbital energy is 1.274 eV.



Arrangement 2

# C18H51CuN3O10P

A structure of composition C18H51CuN3O10P (ωB97M-V with the def2-TZVPD basis set, OMol25).

```
! RIJCOSX wB97M-V def2-TZVPD def2/J DEFGRID3
* xyz -2 1
O -8.324 25.011 -1.307
H -9.133 25.059 0.592
C -15.214 25.548 3.732
C -9.651 21.806 11.035
C -7.529 20.356 11.767
O -8.121 20.794 2.582
O -0.124 26.343 7.831
C -14.428 24.266 3.921
H -7.804 28.287 9.321
H -7.583 26.681 -2.298
H -7.664 25.569 -5.501
C -8.465 28.901 8.709
H -6.385 24.627 -2.940
H -6.792 19.757 11.231
H -14.063 24.023 2.923
H -0.533 22.028 0.473
H -7.494 23.057 -4.184
H -10.417 28.579 7.866
H -15.047 23.480 4.354
O -13.348 24.410 4.782
P -9.288 19.956 3.169
Cu -7.060 23.053 5.336
H -6.303 26.442 -4.770
O -1.720 20.458 0.717
O -10.211 21.796 12.372
H -11.475 20.867 13.643
H -10.020 26.054 -0.608
H -1.788 23.629 1.719
H -16.263 25.274 3.622
H 1.205 27.231 6.529
H -2.421 20.658 0.093
H -7.701 19.818 9.192
C 1.181 26.483 7.321
C -6.862 25.506 -4.765
H -10.116 27.643 9.240
H -6.973 21.279 11.933
H -9.155 26.061 -2.858
H 1.894 26.674 8.123
H -15.168 26.124 4.656
N -8.038 23.718 -3.647
C -2.238 22.641 1.621
C -9.041 25.700 -0.285
H -10.438 21.689 10.290
H -8.947 20.701 8.899
C -8.698 20.583 10.783
H -2.604 27.222 7.948
O -9.817 20.651 4.422
C -2.558 26.226 7.508
H -1.041 24.959 6.710
H -8.756 29.730 9.355
H -8.784 24.019 -4.257
C -9.618 28.011 8.343
N -3.575 26.050 6.500
H -8.418 26.544 0.012
H -7.724 19.929 12.751
C -2.935 25.287 8.636
C -7.291 24.932 -3.464
N -8.105 20.705 9.457
H -9.118 22.752 10.935
C -11.146 20.748 12.610
C -8.175 25.782 -2.472
H -4.390 26.372 7.003
H -12.043 20.815 11.993
H -8.003 29.337 7.823
H -0.573 21.294 2.042
O -8.674 18.568 3.441
H -3.917 25.497 9.061
H -10.809 19.715 12.532
H -6.311 24.737 -5.307
O -9.293 26.961 7.455
H -1.053 26.558 5.963
H -14.940 26.188 2.893
H -12.741 23.666 4.799
H -10.176 26.632 7.269
H -2.177 25.339 9.418
C -1.206 21.570 1.198
C -1.178 26.023 6.904
H -3.017 24.251 8.307
H -2.963 22.912 0.852
H -3.344 26.824 5.895
H 1.552 25.543 6.911
H -2.652 22.484 2.617
H -9.193 19.612 10.818
O -10.172 19.922 1.893
*
```

The value obtained for the LUMO energy is 3.607 eV. Its HOMO-LUMO gap is 2.66 eV. Its highest occupied orbital energy is 0.944 eV.



If we sort the structures by their calculated energies, the order from most to least stable is arrangement 1, arrangement 2.